1.
{"formula": "C40H27BF4LaN7O13P2", "method": "ωB97M-V/def2-TZVPD", "symbols": ["La", "P", "P", "F", "F", "F", "F", "O", "O", "O", "O", "O", "O", "O", "O", "O", "O", "O", "O", "O", "N", "N", "N", "N", "N", "N", "N", "C", "C", "C", "C", "C", "C", "C", "C", "C", "C", "C", "C", "C", "C", "C", "C", "C", "C", "C", "C", "C", "C", "C", "C", "C", "C", "C", "C", "C", "C", "C", "C", "C", "C", "C", "C", "C", "C", "C", "C", "B", "H", "H", "H", "H", "H", "H", "H", "H", "H", "H", "H", "H", "H", "H", "H", "H", "H", "H", "H", "H", "H", "H", "H", "H", "H", "H", "H"], "xyz": [[12.376, 14.657, 10.808], [11.239, 17.900, 9.527], [11.535, 17.705, 12.719], [11.369, 14.157, 8.380], [13.178, 13.316, 7.225], [11.084, 13.474, 6.226], [12.406, 15.355, 6.683], [12.392, 10.395, 8.923], [12.157, 13.532, 12.979], [16.835, 15.509, 9.998], [12.634, 12.161, 10.147], [8.696, 12.786, 13.714], [8.037, 7.361, 12.062], [10.339, 13.011, 11.162], [12.145, 16.683, 9.493], [12.756, 11.894, 14.385], [9.785, 6.820, 10.918], [14.606, 15.428, 9.970], [6.975, 12.044, 12.634], [12.531, 16.588, 12.528], [8.153, 12.131, 12.842], [6.328, 18.329, 11.546], [9.868, 15.803, 11.117], [14.569, 13.906, 12.142], [7.566, 16.246, 11.810], [9.047, 7.650, 11.451], [12.056, 11.113, 9.838], [7.647, 17.008, 6.881], [12.001, 19.338, 8.724], [16.871, 13.341, 11.946], [8.890, 16.516, 6.625], [14.435, 12.998, 13.109], [10.563, 9.395, 10.645], [9.958, 16.807, 7.472], [12.164, 21.402, 14.376], [15.489, 12.245, 13.572], [8.505, 18.098, 8.887], [10.792, 18.505, 11.208], [10.167, 17.247, 13.797], [13.363, 19.595, 8.906], [9.448, 9.002, 11.371], [12.321, 19.138, 13.543], [15.769, 14.095, 11.601], [9.159, 18.191, 13.970], [13.668, 19.122, 13.933], [15.753, 15.140, 10.414], [16.734, 12.437, 12.952], [8.759, 16.064, 11.392], [10.886, 10.736, 10.580], [14.221, 20.226, 14.547], [11.256, 20.104, 7.836], [11.860, 21.215, 7.223], [10.115, 11.810, 11.284], [13.183, 21.542, 7.517], [8.064, 17.913, 14.750], [13.002, 12.771, 13.544], [13.954, 20.700, 8.324], [8.931, 15.721, 15.197], [7.447, 17.786, 8.040], [8.640, 9.939, 12.065], [9.757, 17.603, 8.595], [6.950, 17.354, 11.621], [13.473, 21.364, 14.836], [7.962, 16.719, 15.404], [9.002, 11.229, 12.035], [11.614, 20.306, 13.731], [10.070, 15.965, 14.419], [12.033, 14.058, 7.092], [15.264, 11.608, 14.413], [17.606, 11.930, 13.361], [10.930, 16.371, 7.264], [9.730, 18.458, 11.402], [10.607, 20.405, 13.312], [9.160, 15.844, 5.811], [14.977, 20.996, 8.579], [7.778, 9.680, 12.610], [7.289, 18.675, 14.854], [11.180, 8.661, 10.155], [8.257, 18.644, 9.761], [10.799, 15.181, 14.193], [9.213, 19.140, 13.488], [13.874, 22.196, 15.366], [17.805, 13.528, 11.457], [13.598, 22.472, 7.147], [8.810, 14.738, 15.603], [6.824, 16.792, 6.225], [7.099, 16.411, 15.949], [11.050, 19.564, 11.253], [14.253, 18.212, 13.778], [15.265, 20.251, 14.761], [11.584, 22.282, 14.512], [13.940, 18.919, 9.498], [10.212, 19.886, 7.633], [6.455, 18.129, 8.357], [11.259, 21.858, 6.605]], "mulliken_charge": [3.94, 0.78, 0.61, -0.23, -0.35, -0.34, -0.47, -0.59, 0.25, -0.77, -0.57, -0.53, -0.68, -0.04, -0.07, -0.82, -0.68, -0.67, -0.63, -0.82, 1.04, -0.83, -0.09, 0.67, -0.73, 1.02, 0.72, -0.67, 0.25, -0.91, -0.53, 0.10, -0.46, -1.03, -0.89, -0.99, -0.64, -1.16, 0.95, -0.59, -0.75, 0.41, 0.34, -0.39, -0.63, 0.30, -0.28, 0.18, -0.40, -0.53, -0.28, -0.70, 0.68, -0.47, -0.88, 0.18, -0.62, -0.35, -0.64, -0.47, 0.05, 0.71, -0.60, -0.70, -0.28, -0.16, -0.44, 0.31, 0.53, 0.37, 0.78, 0.07, 0.15, 0.45, 0.36, 0.64, 0.33, 0.59, 0.80, 0.29, 0.08, 0.41, 0.53, 0.36, 0.44, 0.39, 0.38, 1.04, 0.35, 0.44, 0.44, 0.48, 0.35, 0.45, 0.40], "relative_energy_kcal_mol": 0.0, "charge": -2, "homo_lumo_gap_ev": 7.6, "total_energy_ev": -109960.6446, "e_homo_ha": -0.150, "fmax_ev_per_a": 2.1, "mol_weight_da": 1101.35}


2.
{"formula": "C40H28BrCrF6IN4O4S3SbSe", "method": "ωB97M-V/def2-TZVPD", "symbols": ["I", "Sb", "Br", "Se", "Cr", "S", "S", "S", "F", "F", "F", "F", "F", "F", "O", "O", "O", "O", "N", "N", "N", "N", "C", "C", "C", "C", "C", "C", "C", "C", "C", "C", "C", "C", "C", "C", "C", "C", "C", "C", "C", "C", "C", "C", "C", "C", "C", "C", "C", "C", "C", "C", "C", "C", "C", "C", "C", "C", "C", "C", "C", "C", "H", "H", "H", "H", "H", "H", "H", "H", "H", "H", "H", "H", "H", "H", "H", "H", "H", "H", "H", "H", "H", "H", "H", "H", "H", "H", "H", "H"], "xyz": [[14.060, 13.633, 8.133], [9.288, 15.944, 13.993], [17.055, 11.626, 8.120], [6.499, 16.361, 5.711], [12.041, 17.418, 10.985], [12.405, 22.819, 11.366], [14.555, 18.457, 13.810], [10.055, 20.800, 12.427], [7.976, 16.309, 12.677], [9.214, 17.487, 14.988], [8.208, 15.210, 15.338], [9.425, 13.972, 12.640], [10.767, 15.412, 14.813], [10.356, 17.203, 12.814], [18.078, 17.786, 8.822], [12.858, 15.972, 11.972], [13.374, 17.261, 9.758], [12.738, 18.984, 11.722], [10.888, 18.468, 9.519], [7.266, 15.327, 6.913], [7.392, 17.807, 6.228], [10.868, 15.862, 10.055], [14.055, 20.016, 13.339], [15.399, 9.509, 8.694], [14.235, 8.817, 8.962], [8.183, 16.004, 7.528], [10.947, 19.766, 9.247], [10.073, 13.624, 9.646], [13.027, 10.886, 8.810], [9.284, 20.708, 13.989], [10.204, 20.442, 8.290], [14.007, 15.502, 11.801], [14.386, 21.339, 10.610], [15.670, 17.690, 9.306], [15.586, 19.118, 15.080], [13.052, 9.532, 9.061], [12.894, 20.208, 12.362], [9.082, 14.086, 8.835], [14.631, 17.002, 9.997], [11.600, 20.467, 13.140], [15.352, 10.866, 8.424], [14.179, 11.593, 8.482], [13.516, 23.431, 10.198], [14.501, 22.552, 9.895], [9.970, 16.298, 9.114], [16.994, 17.312, 9.482], [11.462, 20.206, 14.472], [16.360, 15.662, 11.121], [9.060, 15.431, 8.522], [10.887, 14.558, 10.283], [14.650, 20.985, 14.109], [14.998, 16.024, 10.927], [17.338, 16.296, 10.439], [10.025, 17.729, 8.789], [9.217, 18.302, 7.810], [17.827, 18.707, 7.767], [15.491, 20.505, 15.136], [8.222, 17.411, 7.164], [14.386, 14.356, 12.665], [13.297, 21.365, 11.438], [9.294, 19.703, 7.570], [10.125, 20.409, 15.007], [18.752, 19.207, 7.517], [16.152, 18.407, 15.678], [12.311, 19.854, 15.054], [16.051, 21.119, 15.817], [12.159, 8.971, 9.429], [16.376, 9.037, 8.626], [17.524, 18.135, 6.889], [18.369, 16.082, 10.580], [8.311, 13.380, 8.579], [12.012, 11.395, 8.866], [17.029, 19.431, 7.997], [11.614, 14.232, 11.003], [8.607, 20.188, 6.877], [13.375, 24.387, 9.772], [14.220, 7.761, 9.263], [16.522, 14.853, 11.839], [15.348, 14.480, 13.184], [14.392, 22.020, 14.080], [10.249, 21.512, 8.351], [10.170, 12.559, 9.885], [11.603, 20.295, 9.924], [8.202, 20.746, 13.939], [14.453, 13.435, 12.104], [15.339, 22.774, 9.263], [15.013, 20.436, 10.589], [15.357, 18.404, 8.619], [9.879, 20.303, 16.043], [13.592, 14.175, 13.349]], "mulliken_charge": [0.28, 2.19, -0.18, 0.24, 0.15, 0.01, 0.31, 0.12, -0.55, -0.54, -0.51, -0.70, -0.48, -0.12, -0.46, -0.27, -0.95, 0.22, 0.70, -0.84, -0.88, 0.87, -1.28, -0.56, -0.48, 0.63, -0.16, -0.91, 0.16, -0.39, -1.24, 1.52, -0.09, -0.77, -0.51, -0.57, 3.35, -0.72, -0.44, -0.82, 0.35, -0.19, -0.65, -0.88, -0.21, 1.20, -0.22, -1.08, 0.64, -0.85, -0.76, 1.21, -1.23, -0.51, 0.95, -0.65, -0.86, 0.72, -2.10, -0.73, -0.84, -1.08, 0.26, 0.46, 0.48, 0.46, 0.32, 0.36, 0.31, 0.56, 0.48, 0.16, 0.19, 0.79, 0.49, 0.56, 0.33, 0.34, 0.54, 0.52, 0.52, 0.67, 0.36, 0.48, 0.32, 0.45, 0.52, 0.57, 0.48, 0.40], "charge": 0, "homo_lumo_gap_ev": [4.8, 4.2], "total_energy_ev": -283343.8670, "e_homo_ha": [-0.203, -0.299], "spin_multiplicity": 6, "fmax_ev_per_a": 5.3, "s_squared": 8.778, "mol_weight_da": 1298.40}